Computed, not measured: a structure of composition C13H13CuN3O3S2, with the ωB97M-V functional and the def2-TZVPD basis.

```
35
C13H13CuN3O3S2 | the OMol25 dataset | the ωB97M-V functional and the def2-TZVPD basis
Cu -1.03 0.59 -0.40
N -0.26 -1.78 1.24
N -0.73 -0.43 1.39
H 0.57 -1.90 1.81
H 0.05 -1.87 0.28
H 0.01 0.13 1.82
H -1.54 -0.45 2.01
O 3.50 -1.15 2.52
S 3.47 0.14 1.87
O 3.94 1.26 2.63
N 2.01 0.41 1.22
C 2.04 0.40 -0.11
O 1.06 0.49 -0.87
C 3.42 0.21 -0.68
C 3.80 0.18 -2.01
C 5.15 -0.02 -2.29
C 6.08 -0.19 -1.27
C 5.69 -0.16 0.06
C 4.35 0.04 0.33
H 3.06 0.31 -2.78
H 5.48 -0.05 -3.33
H 7.12 -0.34 -1.52
H 6.41 -0.29 0.86
S -2.68 1.37 -1.61
C -4.15 0.79 -0.81
C -5.35 1.49 -0.97
C -6.52 1.07 -0.37
C -6.54 -0.08 0.41
C -5.36 -0.79 0.57
C -4.19 -0.37 -0.03
H -5.34 2.39 -1.58
H -7.43 1.64 -0.52
H -7.46 -0.41 0.88
H -5.35 -1.70 1.17
H -3.28 -0.95 0.09
```

Spin multiplicity ... 1
Total charge ... -1
Relative energy (zero: lowest compared OMol25 entry of this formula, charge and spin) ... 0.0 kJ/mol


Computed, not measured: the molecule H2N2 at a distorted geometry, with the ωB97M-V functional and the def2-TZVPD basis.

```
4
H2N2 | the OMol25 dataset | the ωB97M-V functional and the def2-TZVPD basis
H -0.41 -0.61 1.06
N -0.59 0.23 0.37
N 0.10 0.59 -0.59
H 0.90 -0.20 -0.84
```

Spin multiplicity ... 1
Total charge ... 0
SMILES ... [H]/N=N\[H]
Relative energy (zero: lowest compared OMol25 entry of this formula, charge and spin) ... 50.2 kJ/mol


Computed, not measured: a cluster of 8 separate species, C22H55BNO11S7 in total at a distorted geometry, with the ωB97M-V functional and the def2-TZVPD basis.

```
97
C22H55BNO11S7 | the OMol25 dataset | the ωB97M-V functional and the def2-TZVPD basis
C -3.96 -1.27 4.51
C -3.05 -1.73 3.29
O -3.84 -2.69 2.55
B -3.25 -3.09 1.36
O -3.33 -4.48 1.05
C -2.53 -2.05 0.33
C -1.09 -1.75 0.36
C -0.56 -0.82 -0.61
N -1.32 -0.21 -1.58
C -2.68 -0.48 -1.62
C -3.47 0.26 -2.78
O -4.54 -0.60 -3.16
O -5.73 -0.19 -2.58
C -3.34 -1.38 -0.69
H -3.98 -2.04 5.32
H -3.62 -0.28 4.92
H -5.01 -1.16 4.14
H -2.79 -0.80 2.73
H -2.13 -2.17 3.76
H -4.28 -4.68 1.13
H -0.40 -2.23 1.09
H 0.52 -0.58 -0.58
H -0.89 0.44 -2.28
H -2.78 0.30 -3.67
H -3.78 1.29 -2.50
H -6.42 -0.44 -3.23
H -4.44 -1.54 -0.77
C -10.89 -0.99 -0.29
S -9.31 -1.32 0.51
O -9.28 -0.55 1.78
C -8.30 -0.43 -0.69
H -11.68 -1.42 0.31
H -11.04 0.09 -0.38
H -10.90 -1.44 -1.29
H -8.62 0.61 -0.74
H -8.39 -0.91 -1.67
H -7.26 -0.48 -0.36
C 0.88 2.57 -5.23
S 1.20 2.97 -3.51
O 0.08 2.39 -2.70
C 0.90 4.74 -3.67
H 0.97 1.49 -5.36
H -0.14 2.88 -5.50
H 1.60 3.07 -5.87
H -0.11 4.91 -4.04
H 1.63 5.17 -4.36
H 1.01 5.20 -2.69
C 1.07 -0.98 5.75
S -0.37 -1.24 6.80
O -1.48 -1.76 5.93
C -0.70 0.51 7.09
H 1.42 -1.95 5.41
H 0.79 -0.37 4.89
H 1.85 -0.49 6.32
H -0.86 1.02 6.14
H 0.15 0.95 7.62
H -1.59 0.60 7.71
C 6.21 2.56 -6.55
S 4.94 3.45 -5.65
O 3.65 3.26 -6.38
C 5.54 5.10 -6.05
H 6.01 1.49 -6.47
H 6.20 2.85 -7.60
H 7.19 2.78 -6.12
H 5.57 5.23 -7.14
H 6.54 5.24 -5.63
H 4.86 5.84 -5.62
C 4.39 -0.52 3.31
S 4.58 0.59 4.71
O 3.25 0.72 5.37
C 4.84 2.08 3.73
H 4.18 -1.52 3.69
H 3.56 -0.19 2.68
H 5.31 -0.54 2.73
H 3.98 2.25 3.08
H 5.75 1.97 3.14
H 4.95 2.93 4.41
C -0.39 -0.38 -8.63
S -0.15 -1.19 -7.03
O 1.15 -0.72 -6.48
C 0.12 -2.84 -7.71
H -0.54 0.68 -8.45
H 0.49 -0.53 -9.25
H -1.27 -0.80 -9.12
H 0.97 -2.83 -8.39
H -0.78 -3.17 -8.23
H 0.33 -3.52 -6.88
C 6.13 -1.22 8.56
S 7.65 -1.41 7.61
O 7.42 -0.77 6.29
C 7.50 -3.19 7.38
H 6.00 -0.17 8.79
H 5.28 -1.58 7.98
H 6.21 -1.79 9.49
H 6.56 -3.42 6.87
H 7.54 -3.69 8.35
H 8.34 -3.53 6.77
```

Spin multiplicity ... 1
Total charge ... +1


Computed, not measured: a structure of composition C22H33IrN4O8P2S3, with the ωB97M-V functional and the def2-TZVPD basis.

```
73
C22H33IrN4O8P2S3 | the OMol25 dataset | the ωB97M-V functional and the def2-TZVPD basis
Ir 0.42 1.22 -0.29
C -2.27 5.14 4.09
C -2.53 4.71 2.67
C -3.71 3.78 2.51
O -1.29 3.98 2.23
P -0.79 3.89 0.75
S 1.13 3.29 0.69
S -1.58 2.32 -0.29
O -1.13 5.30 0.20
C -0.72 5.94 -1.08
C -1.65 5.51 -2.19
C -0.74 7.43 -0.81
H -3.08 5.80 4.42
H -1.34 5.69 4.18
H -2.26 4.29 4.77
H -2.62 5.58 2.02
H -3.58 2.87 3.11
H -3.86 3.49 1.47
H -4.61 4.28 2.85
H 0.31 5.61 -1.26
H -2.68 5.78 -1.94
H -1.60 4.44 -2.38
H -1.37 6.04 -3.10
H -1.75 7.75 -0.55
H -0.43 7.96 -1.71
H -0.06 7.69 0.00
O 0.76 -2.59 0.39
C -0.04 -1.90 -0.25
O 0.32 -0.71 -0.68
C -1.41 -2.36 -0.53
C -2.43 -1.48 -0.89
C -3.71 -1.95 -1.13
C -3.98 -3.31 -1.03
C -2.95 -4.16 -0.67
C -1.67 -3.72 -0.41
N -3.23 -5.61 -0.56
O -2.29 -6.34 -0.31
O -4.37 -5.97 -0.74
H -2.22 -0.42 -0.97
H -4.50 -1.27 -1.40
H -4.96 -3.71 -1.21
H -0.90 -4.42 -0.13
N 2.65 -1.21 1.57
C 1.93 -1.15 2.88
P 0.22 -0.43 2.82
O -0.76 -1.51 2.97
O 0.09 0.62 1.71
C 0.14 0.64 4.34
N 0.06 2.09 3.97
H 3.55 -1.68 1.67
H 2.81 -0.29 1.17
H 2.05 -1.81 0.88
H 2.57 -0.63 3.59
H 1.79 -2.18 3.21
H 0.98 0.50 5.02
H -0.77 0.36 4.87
H 0.89 2.63 4.24
H -0.75 2.56 4.37
H -0.02 2.15 2.93
S 1.41 3.38 -4.14
C 1.21 2.97 -2.52
N 0.81 1.75 -2.24
C 0.62 1.02 -3.45
C 0.21 -0.31 -3.61
C 0.10 -0.81 -4.89
C 0.38 -0.03 -6.02
C 0.79 1.28 -5.88
C 0.90 1.78 -4.58
H 1.44 3.68 -1.74
H -0.02 -0.93 -2.77
H -0.22 -1.83 -5.03
H 0.28 -0.45 -7.01
H 1.02 1.90 -6.74
```

Spin multiplicity ... 1
Total charge ... +2
Relative energy (zero: lowest compared OMol25 entry of this formula, charge and spin) ... 30.0 kJ/mol


Computed, not measured: the molecule C13H14N2O2S2, with the ωB97M-V functional and the def2-TZVPD basis.

```
33
C13H14N2O2S2 | the OMol25 dataset | the ωB97M-V functional and the def2-TZVPD basis
O -3.60 -1.28 0.01
C -2.53 -0.73 0.22
N -1.43 -1.38 0.67
C -1.39 -2.82 0.77
C -0.49 -3.45 -0.30
C 1.00 -3.40 0.05
N 1.47 -2.05 0.27
C 1.77 -1.22 -0.77
O 1.66 -1.55 -1.93
C 2.20 0.14 -0.38
C 2.42 1.17 -1.24
C 2.79 2.36 -0.59
C 2.85 2.22 0.76
S 2.46 0.63 1.27
C -2.36 0.72 0.01
C -3.33 1.57 -0.45
C -2.88 2.90 -0.56
C -1.59 3.05 -0.19
S -0.88 1.57 0.31
H -0.56 -0.88 0.74
H -1.05 -3.10 1.77
H -2.42 -3.16 0.64
H -0.77 -4.50 -0.43
H -0.66 -2.94 -1.25
H 1.20 -3.98 0.94
H 1.56 -3.82 -0.79
H 1.60 -1.73 1.21
H 2.31 1.06 -2.30
H 3.01 3.28 -1.10
H 3.11 2.96 1.50
H -4.32 1.23 -0.69
H -3.50 3.71 -0.91
H -0.99 3.94 -0.18
```

Spin multiplicity ... 1
Total charge ... 0
SMILES ... O=C(NCCCNC(=O)c1cccs1)c1cccs1
Relative energy (zero: lowest compared OMol25 entry of this formula, charge and spin) ... 0.0 kJ/mol


| no. | HOMO level (eV) |
| --- | --- |
| 1 | -4.188 |
| 2 | -9.263 |
| 3 | -10.244 |
| 4 | -13.927 |
| 5 | -9.073 |